No. 1
The following is a DFT calculation (ωB97M-V/def2-TZVPD) of a structure of composition C3H3CoO4 in a non-equilibrium geometry.

XYZ file:
```
11
C3H3CoO4, DFT ωB97M-V/def2-TZVPD
Co 3.777 1.159 0.499
O 1.554 -0.124 -1.299
O 2.827 -2.321 1.189
O 1.548 -3.846 2.257
O 3.735 -3.858 2.467
C 1.589 -1.102 -0.131
C 2.693 -3.325 1.881
C 2.129 0.144 -0.060
H 3.488 -4.583 3.061
H 0.789 -3.377 1.883
H 0.693 -1.691 0.069
```

Results
* multiplicity: 5
* gap between HOMO and LUMO (spin up / spin down): 6.77 / 4.95 eV
* total charge: +2
* relative energy (zero: lowest compared OMol25 entry of this formula, charge and spin): 494.1 kJ/mol
* expectation value of S²: 6.0098
* HOMO level (spin up / spin down): -0.691 / -0.703 Ha

No. 2
The following is a DFT calculation (ωB97M-V/def2-TZVPD) of a structure of composition C3H3CrFO2 in a non-equilibrium geometry.

XYZ file:
```
10
C3H3CrFO2, DFT ωB97M-V/def2-TZVPD
Cr 0.742 2.185 -2.969
F -1.778 0.152 1.329
O 0.901 -0.323 -0.820
O -0.219 1.256 0.042
C 0.250 0.778 -1.114
C -0.352 0.191 0.984
C 0.116 -0.997 0.205
H 0.855 -1.922 0.076
H -0.664 -1.756 0.346
H 0.149 0.437 1.923
```

Results
* multiplicity: 4
* gap between HOMO and LUMO (spin up / spin down): 8.35 / 6.17 eV
* total charge: +1
* expectation value of S²: 3.8119
* HOMO level (spin up / spin down): -0.506 / -0.426 Ha

No. 3
The following is a DFT calculation (ωB97M-V/def2-TZVPD) of a structure of composition C3H3CuO2 in a non-equilibrium geometry.

XYZ file:
```
9
C3H3CuO2, DFT ωB97M-V/def2-TZVPD
Cu -0.297 -1.048 1.186
O 0.028 0.732 1.499
O 1.192 1.250 -0.327
C 1.502 -2.348 -1.045
C 0.662 1.547 0.761
C 0.429 -1.516 -0.560
H 0.965 -3.274 -0.684
H 2.493 -2.310 -0.554
H 1.563 -2.505 -2.140
```

Results
* multiplicity: 3
* gap between HOMO and LUMO (spin up / spin down): 6.22 / 8.26 eV
* total charge: 0
* relative energy (zero: lowest compared OMol25 entry of this formula, charge and spin): 0.0 kJ/mol
* expectation value of S²: 2.0224
* HOMO level (spin up / spin down): -0.275 / -0.345 Ha

No. 4
The following is a DFT calculation (ωB97M-V/def2-TZVPD) of a structure of composition C3H3EuFO in a non-equilibrium geometry.

XYZ file:
```
9
C3H3EuFO, DFT ωB97M-V/def2-TZVPD
Eu -1.015 -1.766 -1.773
F -0.555 -0.238 1.835
O 1.297 1.016 -0.753
C 0.213 0.432 0.819
C 0.538 -0.146 -0.360
C 1.207 1.526 0.605
H 2.170 1.467 1.134
H -2.215 -0.320 -0.836
H 0.829 2.559 0.628
```

Results
* multiplicity: 8
* gap between HOMO and LUMO (spin up / spin down): 5.77 / 5.89 eV
* total charge: 0
* expectation value of S²: 15.7631
* HOMO level (spin up / spin down): -0.256 / -0.256 Ha

No. 5
The following is a DFT calculation (ωB97M-V/def2-TZVPD) of a structure of composition C3H3EuLiO3.

XYZ file:
```
11
C3H3EuLiO3, DFT ωB97M-V/def2-TZVPD
Eu -1.855 -1.442 -0.631
O 0.253 0.096 -0.404
O 0.195 0.984 -2.379
O -0.867 -1.631 1.320
C 0.798 0.983 -1.289
C 0.158 -0.903 1.695
C 0.751 0.018 0.905
Li 1.590 2.237 -2.668
H 0.606 -1.090 2.683
H 1.621 0.624 1.140
H -3.251 0.124 -0.372
```

Results
* multiplicity: 8
* gap between HOMO and LUMO (spin up / spin down): 6.08 / 6.21 eV
* total charge: 0
* expectation value of S²: 15.7610
* HOMO level (spin up / spin down): -0.254 / -0.259 Ha

No. 6
The following is a DFT calculation (ωB97M-V/def2-TZVPD) of an isolated molecule of C3H3F in a non-equilibrium geometry.

XYZ file:
```
7
C3H3F, DFT ωB97M-V/def2-TZVPD
F -1.723 0.979 0.997
C 0.389 -0.384 -0.918
C -0.861 -0.011 1.422
C 0.231 0.002 0.398
H 1.305 -0.294 -1.546
H 1.055 0.613 0.876
H -0.395 -0.905 -1.227
```

Results
* gap between HOMO and LUMO: 9.24 eV
* total charge: 0
* relative energy (zero: lowest compared OMol25 entry of this formula, charge and spin): 202.1 kJ/mol
* HOMO level: -0.357 Ha

No. 7
The following is a DFT calculation (ωB97M-V/def2-TZVPD) of an isolated molecule of C3H3F2NO in a non-equilibrium geometry.

XYZ file:
```
10
C3H3F2NO, DFT ωB97M-V/def2-TZVPD
F -1.008 1.788 0.152
F 0.295 -1.491 0.931
O -0.188 -0.709 -1.298
N 2.598 0.658 -0.031
C -0.948 0.468 0.567
C 1.482 0.366 -0.092
C 0.181 -0.250 -0.143
H -1.023 0.203 1.600
H 0.502 -1.189 -1.921
H -1.892 0.156 0.236
```

Results
* gap between HOMO and LUMO: 12.84 eV
* total charge: 0
* relative energy (zero: lowest compared OMol25 entry of this formula, charge and spin): 144.8 kJ/mol
* HOMO level: -0.465 Ha

No. 8
The following is a DFT calculation (ωB97M-V/def2-TZVPD) of an isolated molecule of C3H3F2NS in a non-equilibrium geometry.

XYZ file:
```
10
C3H3F2NS, DFT ωB97M-V/def2-TZVPD
S -2.467 -0.346 -0.119
F 3.247 -0.296 -0.201
F 0.460 -1.208 0.222
N -1.526 1.005 -0.026
C -0.277 1.066 0.176
C 2.105 0.500 -0.040
C 0.775 0.061 0.249
H 2.425 1.483 -0.349
H -1.465 -1.267 -0.295
H 0.209 2.063 0.221
```

Results
* gap between HOMO and LUMO: 8.64 eV
* total charge: 0
* relative energy (zero: lowest compared OMol25 entry of this formula, charge and spin): 182.7 kJ/mol
* HOMO level: -0.323 Ha